(1)
Entry from OMol25: a 2-piece molecular cluster, C27H33Cl2F2I2NO6P2SSi overall at a distorted geometry (the ωB97M-V functional and the def2-TZVPD basis).

```
! RIJCOSX wB97M-V def2-TZVPD def2/J DEFGRID3
* xyz 0 1
H -3.728 1.307 6.279
C 2.760 -3.677 -0.535
H 7.710 3.514 0.584
H 2.117 -3.946 0.303
C -3.874 0.296 0.360
C 4.346 -1.725 -3.096
N -4.820 1.407 2.237
H -2.260 4.307 0.015
H 3.992 -2.691 -3.434
H 7.472 2.079 -0.422
H 5.885 -1.592 -4.591
C -4.392 0.999 3.517
H 8.263 1.446 1.876
C -4.649 0.798 5.999
O -0.328 1.989 2.428
Cl -2.915 0.083 3.615
H 3.720 0.636 -0.762
C -5.013 0.282 1.330
H -4.499 -0.277 6.016
H 0.984 -1.372 0.897
C -3.939 2.304 1.513
H -0.198 1.947 3.387
H 6.848 2.245 2.573
C 1.850 -0.954 0.386
H -4.578 -3.840 -2.796
C 7.225 1.726 1.689
C -3.211 1.493 0.506
H -0.439 -2.055 -0.654
C -5.258 -2.025 -1.850
H 1.680 0.099 0.181
C -5.068 1.247 4.636
C -5.499 -3.410 -2.421
H 0.542 1.724 -1.027
H 6.636 0.818 1.559
H 6.707 0.582 -3.808
O -3.929 3.484 1.662
O -5.972 -0.421 1.394
C 5.409 -1.120 -3.745
P -0.550 3.504 2.016
H -5.977 -4.057 -1.692
C 3.719 -1.118 -2.003
C 5.869 0.118 -3.311
I -3.434 -3.710 0.120
Cl -6.536 2.126 4.551
I -7.209 -1.164 -1.500
H 2.678 -1.013 1.093
C -1.664 -1.414 -2.284
H 2.663 -4.429 -1.315
O -1.378 4.311 2.923
Si 2.288 -1.965 -1.134
H 5.413 3.439 0.936
H 0.935 -1.155 -2.992
H 0.888 5.033 1.935
F -1.293 -0.709 -3.400
F -2.608 -2.268 -2.763
O 0.946 4.069 1.914
C -1.608 0.810 -1.114
H 5.565 1.716 -1.898
H 1.095 -2.926 -2.996
C 0.874 -2.050 -2.387
C -0.502 -2.241 -1.723
H -6.178 -3.320 -3.265
P -1.193 3.404 -0.071
C -2.076 1.795 -0.227
C 4.186 0.133 -1.597
H 3.784 -3.694 -0.169
H -4.834 -1.374 -2.595
C -3.478 -0.694 -0.541
H -5.078 -1.756 0.257
H -5.405 1.085 6.719
C -4.393 -1.910 -0.561
C 5.252 0.747 -2.243
C -2.294 -0.427 -1.286
O 5.757 2.959 0.176
H -0.805 -3.278 -1.819
C 7.110 2.606 0.460
S -0.104 1.110 -2.017
*
```

Results
Highest occupied orbital energy (eV): -9.15
E (eV): -126283.774
Maximum force (eV Å⁻¹): 1.127

=====

(2)
Entry from OMol25: C27H33ClFeN15O4 as an isolated structure (the ωB97M-V functional and the def2-TZVPD basis).

```
! RIJCOSX wB97M-V def2-TZVPD def2/J DEFGRID3
* xyz 2 6
H -1.833 -5.562 2.338
C -1.213 -0.692 -6.034
Fe 0.484 -0.676 0.153
H -0.267 -4.965 0.920
H 0.769 0.190 -6.212
H 1.795 -5.532 0.276
C 0.953 -3.703 -0.143
Cl 3.481 -1.280 0.652
N 0.606 -0.234 -2.092
H -3.754 -2.150 1.312
H 0.006 -2.603 3.758
N 0.458 -0.235 -4.229
C 1.541 0.187 3.164
C -2.474 -5.118 1.571
N 0.631 -0.776 3.030
N -2.284 -3.669 1.473
H -0.768 5.854 2.365
H -0.253 4.399 0.584
C 0.028 2.278 0.629
O 4.448 -0.499 1.309
N 1.639 7.682 3.825
C 1.521 2.656 2.853
O 2.473 -0.323 0.003
H 3.301 4.812 3.299
N -0.989 -1.847 0.813
C 2.463 5.496 3.300
C -1.178 -3.140 0.942
C 0.469 7.330 3.304
H -1.437 -2.691 -5.179
C 2.611 6.775 3.813
C -2.951 1.234 -2.040
N -1.333 0.666 -0.414
C -1.554 2.854 -1.292
H -1.763 -1.301 1.172
C 0.735 -1.807 3.859
C 0.481 -1.010 -3.154
C 1.235 5.138 2.755
H -2.598 -0.744 -1.252
H 2.047 2.759 3.792
C -0.968 1.944 -0.411
C -1.912 0.666 -6.006
N 0.647 1.033 -2.562
C -2.319 0.303 -1.237
C -1.954 -1.729 -5.195
C 0.262 -0.586 -5.642
H -1.186 -1.048 -7.067
C 1.733 -1.870 4.820
H -2.301 -5.599 0.608
H -2.950 -1.900 -5.601
C 1.016 3.783 2.210
H 0.439 -2.083 -3.171
N 1.057 -2.542 -0.712
H -1.188 3.869 -1.374
H -1.591 1.297 -6.835
N 0.559 1.041 -3.830
H 1.966 -2.430 -1.152
H -2.837 -2.152 2.844
H -2.992 0.542 -6.086
C 0.218 3.566 1.086
H -3.791 0.955 -2.664
H 1.778 -2.690 5.526
N -2.545 2.504 -2.092
N 0.591 1.206 1.208
H -0.310 8.082 3.329
O 2.711 -2.105 1.551
H -1.702 1.211 -5.083
H -2.081 -1.385 -4.163
N 1.876 -4.667 -0.231
N 2.677 -0.940 4.912
C 1.269 1.391 2.347
H 2.804 -4.409 -0.536
H -3.504 -5.311 1.851
C 2.585 0.084 4.077
H -4.057 -3.386 2.527
H 0.783 -1.530 -5.800
C 0.215 6.082 2.755
N -0.192 -4.025 0.566
H 3.560 7.086 4.234
H 3.370 0.829 4.122
O 4.022 -2.060 -0.417
C -3.283 -2.779 2.069
*
```

Results
Highest occupied orbital energy (spin up / spin down) (eV): -13.75 / -13.75
Expectation value of S²: 8.7576
E (eV): -105965.935
ΔE to the lowest compared entry with this formula, charge and spin (eV): 0.9930
Maximum force (eV Å⁻¹): 0.785

=====

Which formula does entry 1 have? C27H33Cl2F2I2NO6P2SSi

=====

What is the formula in the second record? C27H33ClFeN15O4